1.
Formula: C19H11Cl5LuNOPS2
Source: OMol25
Level of theory: ωB97M-V with the def2-TZVPD basis set

Its net charge is +1. The HOMO-LUMO gap comes out at 7.9826 eV. The largest force on an atom is 1.16 eV/Å. Its HOMO energy is -11.37 eV. The total energy is -150609.4201 eV.

Structure (XYZ):
```
41
Properties=species:S:1:pos:R:3:forces:R:3
Lu -0.9012 0.5559 -0.2643 0.2 1.0 -0.5
Cl -2.3635 -4.0438 -0.9253 0.0 0.0 -0.1
Cl -0.8512 -0.0287 2.2915 0.1 -0.1 0.5
Cl -2.8550 -5.8656 1.5731 0.0 0.0 0.0
Cl -2.3437 -4.7585 4.4381 0.0 0.0 0.0
Cl -1.3343 -1.8179 4.7933 0.0 0.0 0.0
S -3.1067 1.8674 -0.1013 0.0 0.1 -0.1
S -0.4973 2.2956 -2.1780 -0.1 -0.1 0.0
P -2.5030 2.5768 -1.9194 -0.1 0.0 -0.2
O -1.4189 -1.3600 -0.2398 0.0 -0.5 -0.1
N 2.7558 0.1633 -0.6255 0.0 0.0 0.0
C -3.6920 6.9598 -2.3003 0.0 0.0 0.0
C -2.3027 -4.2609 1.7771 0.0 0.1 0.0
C 1.6280 0.2634 -0.4329 0.0 0.1 0.0
C -4.6566 5.9601 -2.3166 0.0 0.0 0.0
C -2.3483 6.6382 -2.1773 0.0 0.0 0.0
C -1.6262 -2.4592 3.2346 0.0 -0.1 -0.1
C -4.6466 0.4222 -5.3334 0.0 0.0 0.0
C -2.0752 -3.7671 3.0665 0.0 0.0 0.0
C -2.0862 -3.4607 0.6583 0.0 0.1 0.1
C -2.9269 4.3145 -2.0857 0.1 -0.1 0.0
C -3.0778 2.0589 -4.5471 0.0 0.0 0.0
C -4.2779 4.6340 -2.2115 0.0 0.0 0.0
C -3.3730 1.6951 -3.2330 0.0 0.1 0.1
C -1.9596 5.3117 -2.0686 0.0 0.0 0.0
C -3.7160 1.4214 -5.5937 0.0 0.0 0.0
C -4.3067 0.7006 -2.9700 0.1 0.0 0.1
C -4.9389 0.0622 -4.0274 -0.1 0.0 0.0
C -1.6370 -2.1397 0.7995 -0.1 -0.5 0.4
C -1.4190 -1.6830 2.1030 -0.1 -0.3 -0.1
H -4.5385 0.4228 -1.9495 0.0 0.0 0.0
H -5.7030 6.2140 -2.4170 0.0 0.0 0.0
H -3.4887 1.7016 -6.6130 0.0 0.0 0.0
H -1.6001 7.4188 -2.1682 0.0 0.0 0.0
H -5.6647 -0.7135 -3.8249 0.0 0.0 0.0
H -2.3493 2.8361 -4.7479 0.0 0.0 0.0
H -5.1448 -0.0745 -6.1552 0.0 0.0 0.0
H -5.0268 3.8510 -2.2301 0.0 0.0 0.0
H 3.7409 0.0597 -0.7870 0.0 0.0 0.0
H -3.9925 7.9955 -2.3864 0.0 0.0 0.0
H -0.9123 5.0551 -1.9762 0.0 0.0 0.0
```
Positions in Å, forces in eV/Å.


2.
Formula: C19H13Br2Cl2NO6STi
Source: OMol25
Level of theory: ωB97M-V with the def2-TZVPD basis set

Its net charge is -2. The HOMO-LUMO gap comes out at 4.2473 eV. The value obtained for the energy relative to the best compared isomer or geometry (same formula, charge and spin) is 189.05 kJ/mol. The largest force on an atom is 4.17 eV/Å. Its HOMO energy is -0.57 eV. The total energy is -232776.6944 eV.

Structure (XYZ):
```
45
Properties=species:S:1:pos:R:3:forces:R:3
Br 1.4307 2.9317 5.5691 0.0 0.0 0.0
Br 1.6911 4.2838 0.0977 0.0 0.0 0.1
Ti 0.2871 -0.3760 -0.4202 2.5 -2.3 -2.5
Cl 0.4576 -5.2118 -0.0757 -0.3 -0.2 0.0
Cl 2.9954 -2.9034 -1.8507 0.1 -0.1 -0.1
S 0.7050 -0.1428 -2.8888 0.0 0.2 0.2
O 1.9675 -0.8586 -0.0656 -0.5 -0.3 0.4
O -0.2060 -2.4716 -0.9476 0.2 -0.3 0.2
O -2.3262 1.7946 -0.4930 -0.1 0.0 0.0
O 2.5138 -1.8810 1.9116 -0.4 0.6 -0.8
O -1.4883 -0.2481 -0.8727 -1.8 0.8 -0.2
O 0.6548 1.4261 -0.2145 -0.2 1.2 0.6
N -0.0415 -0.3397 1.6494 0.1 0.7 0.9
C -0.1323 -1.0511 3.9012 -0.1 -0.2 0.2
C 0.8299 1.7725 1.0404 0.0 0.1 0.1
C 1.4813 3.3376 2.7843 0.0 0.0 -0.2
C -2.8376 1.8688 -3.3226 0.0 0.0 0.1
C -1.8649 0.9645 -1.2485 -0.6 0.0 -0.1
C -0.6917 0.7317 -3.5024 -0.2 0.0 0.1
C -1.8198 1.6303 -5.4694 0.0 0.0 0.1
C 0.5006 0.8384 2.0728 0.0 0.3 0.3
C 1.3015 3.0020 1.4306 0.1 0.2 0.0
C -2.8878 2.0698 -4.6900 0.0 0.0 -0.1
C 2.5060 -1.9303 0.6367 0.7 -0.9 1.3
C 0.6958 1.1348 3.4315 0.1 0.2 -0.3
C -1.7708 1.2007 -2.7256 0.2 -0.1 -0.2
C 0.3777 0.1166 4.3537 0.0 0.1 0.1
C 1.1852 2.4222 3.7454 0.1 0.0 0.3
C -0.3459 -1.2669 2.5213 -0.1 -0.5 -0.2
C -0.7389 0.9990 -4.8826 0.0 -0.1 0.0
C -0.8917 -2.5551 2.0059 0.1 0.0 0.2
C 2.9623 -2.9773 -0.0920 0.5 0.4 -0.5
H -1.4178 -3.0922 2.7939 0.0 0.0 0.0
H -3.7450 2.5483 -5.1492 0.0 0.0 0.0
H 1.8506 4.3158 3.0532 0.0 0.0 0.0
H -0.0679 -3.1890 1.6473 -0.1 0.0 0.0
H 0.1031 0.6739 -5.4844 -0.1 0.0 0.0
H -0.3827 -1.8421 4.5945 0.0 -0.1 -0.1
H 3.5491 -3.7610 0.3495 -0.3 -0.2 0.0
H 0.0000 -2.4434 -1.8912 0.0 0.0 -0.1
H -3.6392 2.2145 -2.6796 0.0 0.0 0.0
H 0.5516 0.2693 5.4101 0.0 0.1 0.0
H -1.5609 -2.3734 1.1678 0.0 -0.1 0.0
H -1.8344 1.7873 -6.5428 0.0 0.0 0.0
H 0.0934 -3.4194 -0.6588 0.0 0.5 0.2
```
Positions in Å, forces in eV/Å.


3.
Formula: C19H13BrN2NiO2S
Source: OMol25
Level of theory: ωB97M-V with the def2-TZVPD basis set

The HOMO-LUMO gap (alpha / beta) comes out at 5.7464 / 5.6753 eV. The value obtained for the energy relative to the best compared isomer or geometry (same formula, charge and spin) is 0.00 kJ/mol. The largest force on an atom is 0.36 eV/Å. Its HOMO energy (alpha / beta) is -7.34 / -7.33 eV. Its multiplicity is 3. The total energy is -148911.2467 eV. Its expectation value of S² is 2.01.

Structure (XYZ):
```
39
Properties=species:S:1:pos:R:3:forces:R:3
Br 5.0984 -1.1256 -5.2386 0.0 0.0 0.0
Ni -0.3979 -0.7531 -0.3196 -0.2 0.1 0.0
S -0.2638 1.4255 -0.6750 -0.1 0.0 0.0
O -4.2425 -0.7926 0.2801 0.0 0.0 0.0
O -2.2127 -1.0402 -0.5458 -0.1 0.0 -0.1
N 1.6203 -1.1696 -0.2528 0.3 0.0 -0.1
N -0.2007 -1.0998 1.6773 0.0 0.0 0.0
C -3.3026 3.9970 -0.4784 0.0 0.0 0.0
C 3.8541 -1.4445 -1.3120 0.1 0.0 0.0
C -1.1611 -1.0824 2.5900 0.0 0.0 0.0
C -4.4483 3.2437 -0.2567 0.0 0.0 0.0
C 4.6298 -1.4310 -2.4566 0.0 0.0 0.0
C 0.4535 -1.2418 4.3462 0.1 0.0 0.0
C 1.4567 -1.2632 3.3812 -0.1 0.0 0.1
C 2.0526 -1.2155 0.9439 -0.1 0.0 0.1
C -4.3332 1.8728 -0.1604 0.0 0.0 0.0
C -1.9473 1.9739 -0.5092 0.1 0.0 0.0
C -0.8668 -1.1545 3.9485 -0.1 0.0 -0.1
C 1.9119 -0.8996 -2.6166 0.0 0.1 -0.2
C 2.4911 -1.1741 -1.3882 -0.2 0.0 0.3
C -3.1072 1.2085 -0.2893 -0.1 0.0 -0.1
C 2.6832 -0.8807 -3.7687 0.0 0.0 0.0
C 1.0789 -1.1942 2.0560 0.2 0.0 -0.3
C -3.2202 -0.3034 -0.1702 0.3 -0.1 0.2
C 4.0377 -1.1462 -3.6798 0.0 0.0 0.1
C -2.0812 3.3673 -0.5956 0.0 0.0 0.0
H 0.7081 -1.2946 5.3961 0.0 0.0 0.0
H -1.1867 3.9555 -0.7580 0.0 0.0 0.0
H 2.5016 -1.3294 3.6520 0.0 0.0 0.0
H -5.4154 3.7195 -0.1609 0.0 0.0 0.0
H 4.3339 -1.6855 -0.3734 0.0 0.0 0.0
H 3.1100 -1.2542 1.1946 0.0 0.0 0.0
H -1.6715 -1.1389 4.6692 0.0 0.0 0.0
H -2.1764 -1.0135 2.2167 0.0 0.0 0.0
H 5.6876 -1.6448 -2.4014 0.0 0.0 0.0
H 0.8565 -0.6648 -2.6802 0.0 0.0 0.0
H 2.2303 -0.6562 -4.7236 0.0 0.0 0.0
H -5.2021 1.2543 0.0149 0.0 0.0 0.0
H -3.3589 5.0759 -0.5557 0.0 0.0 0.0
```
Positions in Å, forces in eV/Å.